No. 1
The following is a DFT calculation (ωB97M-V/def2-TZVPD) of a molecular structure, C28H18BrCl8N4NiO2Si.

Cartesian coordinates (Å):
Ni: -1.35022 -1.52017 -0.69719
C: 2.43416 4.63108 -0.70652
O: 3.74622 4.08662 -0.72471
C: 3.96466 3.02120 0.08871
C: 5.21142 2.40453 -0.02672
C: 5.51587 1.29678 0.73760
C: 4.57950 0.75398 1.63637
C: 3.34925 1.41512 1.77893
C: 3.03953 2.53827 1.00651
N: 4.91025 -0.44407 2.27150
N: 3.95213 -0.94509 3.04345
C: 2.75006 -1.34762 2.63902
C: 1.74852 -1.62375 3.61680
C: 0.42574 -1.76309 3.28327
C: -0.04447 -1.64791 1.94474
O: -1.26756 -1.68387 1.62283
C: 0.98647 -1.55409 0.91957
N: 0.56304 -1.61723 -0.39071
C: 1.46363 -1.74501 -1.35284
C: 2.83560 -1.73394 -1.10067
C: 3.27907 -1.58285 0.18627
C: 2.35737 -1.48897 1.23975
H: 2.41199 5.40433 -1.46846
H: 2.19911 5.07672 0.26301
H: 1.68449 3.87568 -0.94327
H: 5.92324 2.81063 -0.73950
H: 6.47386 0.79308 0.63511
H: 2.62549 1.03881 2.49284
H: 2.07443 3.02333 1.13342
H: 2.07363 -1.67654 4.65243
H: -0.32202 -1.95149 4.04800
H: 1.08297 -1.88534 -2.34827
H: 3.53103 -1.83169 -1.92574
H: 4.34179 -1.56935 0.40062
C: -6.59687 -1.26261 0.33801
C: -5.53060 -1.39239 -0.73100
C: -5.82027 -1.45475 -2.07934
C: -4.80163 -1.61707 -3.00370
C: -3.50095 -1.68082 -2.54305
Br: -2.09700 -2.01260 -3.74678
N: -3.18897 -1.56505 -1.24493
C: -4.19908 -1.46760 -0.36761
H: -7.58889 -1.18110 -0.10540
H: -6.42230 -0.37394 0.95271
H: -6.58412 -2.12740 1.00585
H: -6.85299 -1.40960 -2.41653
H: -4.99741 -1.71884 -4.06190
H: -3.90186 -1.45342 0.66669
Cl: 0.17287 0.56499 -3.07427
C: -0.56442 1.34193 -1.68456
C: -1.26580 0.59419 -0.72119
C: -1.79378 1.41271 0.30196
Cl: -2.82506 0.76745 1.56104
C: -1.56624 2.79825 0.40934
Cl: -2.18128 3.73491 1.73617
C: -0.84063 3.45968 -0.56645
Cl: -0.53899 5.15847 -0.44710
C: -0.35983 2.72978 -1.63891
Cl: 0.48752 3.57265 -2.89261
Cl: -3.17546 -4.70894 -1.05187
Si: -1.29382 -3.77492 -0.68013
Cl: -0.65221 -4.80098 1.02628
Cl: -0.07017 -4.69107 -2.15688

The value obtained for the HOMO-LUMO gap (spin up / spin down) is 5.588 / 7.223 eV. As for the net charge: -1. As for the spin multiplicity: 3. The energy relative to the best compared isomer or geometry (same formula, charge and spin) is 112.5 kJ/mol. The expectation value of S² is 2.0734.



No. 2
The following is a DFT calculation (ωB97M-V/def2-TZVPD) of a molecular structure, C28H18BrN3O6V.

Cartesian coordinates (Å):
V: 1.34622 1.43834 1.66085
O: 0.33455 2.79707 5.27248
C: 0.68866 2.20806 4.26996
O: 1.20681 2.72446 3.20576
C: 0.55871 0.63566 4.19532
O: 0.12757 -0.01172 5.12095
O: 0.94064 0.14297 3.04088
Br: 4.00491 1.25603 3.72381
C: 5.15080 1.01573 2.24145
C: 6.47184 0.81711 2.52881
C: 7.40708 0.67783 1.48546
C: 6.98256 0.76325 0.19533
C: 5.61557 0.97405 -0.11644
C: 5.22735 1.08034 -1.47091
C: 3.91867 1.28778 -1.78015
C: 2.95270 1.36153 -0.75587
C: 3.23219 1.25584 0.59576
C: 4.62783 1.08627 0.91311
H: 6.79073 0.77686 3.56105
H: 8.45325 0.51622 1.71678
H: 7.68654 0.67398 -0.62541
H: 5.98600 0.99729 -2.24209
H: 3.60576 1.37965 -2.81443
H: 1.93219 1.50736 -1.08796
C: -6.58321 -2.38594 1.54131
O: -6.25817 -3.15221 0.40856
C: -5.49248 -2.51927 -0.55697
C: -5.02179 -3.31906 -1.59633
C: -4.24340 -2.77692 -2.59573
C: -3.87540 -1.41303 -2.60860
C: -4.38621 -0.62432 -1.56037
C: -5.17942 -1.16876 -0.55503
N: -3.13000 -0.98273 -3.68743
N: -2.51455 0.19145 -3.67867
C: -1.83304 0.68801 -2.59128
C: -1.77596 2.07812 -2.45421
C: -1.10205 2.73406 -1.41525
C: -0.40392 2.02003 -0.46595
O: 0.25723 2.54089 0.57736
C: -0.37016 0.61328 -0.61183
N: 0.41151 -0.01106 0.31703
C: 0.54622 -1.31519 0.26452
C: -0.05254 -2.08341 -0.74139
C: -0.83423 -1.46643 -1.69133
C: -1.04989 -0.07736 -1.64373
H: -7.10486 -3.05137 2.22759
H: -7.24165 -1.54670 1.29010
H: -5.68814 -1.99098 2.03187
H: -5.27613 -4.37303 -1.59717
H: -3.88151 -3.39830 -3.40708
H: -4.16111 0.43207 -1.52664
H: -5.53157 -0.51529 0.23216
H: -2.32196 2.65841 -3.18849
H: -1.12592 3.81550 -1.34479
H: 1.15668 -1.76327 1.04037
H: 0.10261 -3.15369 -0.76222
H: -1.28408 -2.04544 -2.48485

The value obtained for the HOMO-LUMO gap (spin up / spin down) is 4.719 / 5.552 eV. As for the net charge: -2. As for the spin multiplicity: 4. The energy relative to the best compared isomer or geometry (same formula, charge and spin) is 0.0 kJ/mol. The expectation value of S² is 3.7935.



No. 3
The following is a DFT calculation (ωB97M-V/def2-TZVPD) of a molecular structure, C28H18Cl2GdN6O2S.

Cartesian coordinates (Å):
Gd: 13.69850 9.31060 8.71359
O: 15.19292 10.09724 10.02129
C: 14.60082 11.02362 10.84104
C: 14.35952 10.79811 12.24546
C: 13.64752 11.70878 13.00320
C: 13.13021 12.86041 12.44599
C: 13.46442 13.18722 11.15234
C: 14.18664 12.27921 10.34508
C: 14.25493 12.62432 8.90359
N: 13.88376 11.75749 7.93919
C: 13.87827 12.48686 6.74786
C: 14.22205 13.80260 6.97828
N: 14.37808 13.87364 8.35898
H: 14.69654 9.89916 12.65092
H: 13.66309 11.55872 14.11334
H: 12.55835 13.53543 13.01611
H: 13.17551 14.09116 10.71036
H: 13.62661 11.96480 5.82280
H: 14.32945 14.67629 6.33772
H: 14.68986 14.68128 8.85724
N: 16.12034 6.04457 6.55666
C: 17.16031 6.38125 7.43051
C: 18.49089 6.01890 7.48593
C: 19.22249 6.49852 8.58472
C: 18.63228 7.28921 9.59512
C: 17.34372 7.77641 9.43398
C: 16.59584 7.30564 8.37058
N: 15.27352 7.43873 8.06628
C: 15.01919 6.74444 7.00254
C: 13.72138 6.75476 6.38599
C: 13.12855 5.79980 5.66731
S: 11.54076 6.26883 5.26511
C: 11.82345 7.82056 5.87449
N: 12.95984 7.90500 6.48638
H: 16.35358 5.52296 5.71040
H: 18.96061 5.31318 6.82558
H: 20.24684 6.20954 8.65568
H: 19.20270 7.56930 10.53693
H: 16.84357 8.38664 10.18082
H: 13.52914 4.80308 5.43769
H: 10.99450 8.53018 5.81236
Cl: 10.87610 5.34072 9.09314
C: 10.17507 6.94069 9.22134
C: 8.79178 7.00886 9.00307
C: 8.12084 8.19262 9.17380
Cl: 6.40849 8.09806 9.08752
C: 8.81505 9.43336 9.29625
C: 8.33524 10.71359 9.43005
C: 9.14209 11.88524 9.39252
C: 10.54667 11.67018 9.32080
N: 11.08852 10.44036 9.24927
C: 10.28096 9.33502 9.31941
C: 10.95774 8.06015 9.43618
O: 12.26297 8.03244 9.72547
H: 8.19716 6.11692 8.97333
H: 7.20400 10.78641 9.61179
H: 8.73978 12.93620 9.42191
H: 11.27357 12.47340 9.12425

The value obtained for the HOMO-LUMO gap (spin up / spin down) is 7.622 / 4.802 eV. As for the net charge: +1. As for the spin multiplicity: 8. The expectation value of S² is 16.0423.



No. 4
The following is a DFT calculation (ωB97M-V/def2-TZVPD) of a molecular structure, C28H19Cl2IrN8O4S.

Cartesian coordinates (Å):
Ir: 0.27578 0.17471 -0.27942
Cl: -5.90070 2.80906 0.80690
C: -4.29850 2.21046 1.07215
C: -3.67145 1.51279 0.04339
C: -2.39097 1.02875 0.21312
N: -1.69642 0.24804 -0.75497
C: -2.27434 -0.92105 -1.13948
O: -3.44038 -1.12621 -1.41463
C: -1.30545 -2.07120 -1.03432
C: -1.62757 -3.33991 -1.47544
C: -0.74994 -4.37565 -1.21977
C: 0.40852 -4.11472 -0.50136
C: 0.66046 -2.82527 -0.08216
N: -0.18074 -1.82176 -0.35109
C: -1.72542 1.22858 1.44576
C: -2.35652 1.91963 2.46638
C: -3.64202 2.41576 2.27303
Cl: -4.38947 3.28750 3.56984
N: -0.42522 0.68298 1.52088
C: 0.49758 0.93754 2.46227
O: 0.35207 1.46378 3.55789
C: 1.88747 0.48745 2.03337
C: 2.93987 0.54139 2.92394
C: 4.20193 0.15349 2.50192
C: 4.37267 -0.27310 1.19627
C: 3.27953 -0.29459 0.34724
N: 2.06242 0.07327 0.75989
H: -4.18879 1.34101 -0.88860
H: -2.55838 -3.47339 -2.00750
H: -0.96490 -5.37761 -1.56633
H: 1.11269 -4.89981 -0.26465
H: 1.55104 -2.56775 0.47512
H: -1.85685 2.06386 3.41144
H: 2.73444 0.89342 3.92519
H: 5.04125 0.18789 3.18375
H: 5.33743 -0.58259 0.81868
H: 3.36291 -0.60124 -0.68709
N: 7.24414 -1.86981 -2.67631
C: 5.90743 -1.56552 -2.85164
C: 4.92051 -2.52195 -2.59590
C: 3.58662 -2.22981 -2.82189
C: 3.22431 -0.98014 -3.30503
C: 4.19572 -0.02203 -3.57577
C: 5.52563 -0.31159 -3.34476
S: 1.52281 -0.56315 -3.47397
O: 1.34968 0.20385 -4.66775
O: 0.77080 -1.76789 -3.26158
N: 1.23827 0.35904 -2.15954
C: 1.41865 1.69440 -2.03491
N: 2.06422 2.53159 -2.83530
C: 2.08085 3.80182 -2.43853
C: 1.50145 4.26497 -1.26298
C: 0.88385 3.32445 -0.45773
N: 0.84806 2.06095 -0.84568
H: 7.46930 -2.65498 -2.09083
H: 7.89073 -1.10277 -2.61580
H: 5.20770 -3.50300 -2.23580
H: 2.81477 -2.96323 -2.62738
H: 3.89735 0.94600 -3.95846
H: 6.28642 0.42866 -3.56296
H: 2.59785 4.49031 -3.09814
H: 1.53806 5.30660 -0.98556
H: 0.41200 3.56188 0.48863

The value obtained for the HOMO-LUMO gap is 7.006 eV. The energy relative to the best compared isomer or geometry (same formula, charge and spin) is 0.0 kJ/mol.